1.
Computed, not measured: a cluster of 2 separate species, C5H10N3S in total in a non-equilibrium geometry, with the ωB97M-V functional and the def2-TZVPD basis.

Total charge: +1
Relative energy (zero: lowest compared OMol25 entry of this formula, charge and spin): 27.85 kcal/mol
Highest occupied orbital energy: -12.631 eV
HOMO-LUMO gap: 8.90 eV

Geometry (Å):
C (0.288, -0.839, -1.913)
C (1.472, -0.500, -1.327)
C (-0.944, -0.527, -1.298)
C (1.347, 0.137, -0.054)
C (-2.268, -0.561, -1.927)
N (-0.946, 0.001, -0.034)
N (0.196, 0.173, 0.637)
N (0.091, 0.715, 3.271)
S (2.362, 1.431, 0.509)
H (0.205, -1.282, -2.893)
H (2.499, -0.760, -1.807)
H (-2.723, -1.387, -1.414)
H (-2.426, -0.707, -3.031)
H (-2.981, 0.252, -1.516)
H (0.227, 0.461, 2.042)
H (-0.425, 1.614, 3.602)
H (1.018, 0.786, 3.714)
H (-0.502, -0.084, 3.622)
H (3.512, 1.076, -0.184)



2.
Computed, not measured: a cluster of 2 separate species, C5H10N4 in total in a non-equilibrium geometry, with the ωB97M-V functional and the def2-TZVPD basis.

Total charge: +2
Relative energy (zero: lowest compared OMol25 entry of this formula, charge and spin): 38.68 kcal/mol
Highest occupied orbital energy: -17.745 eV
HOMO-LUMO gap: 9.74 eV

Geometry (Å):
C (-0.964, 1.874, 0.089)
C (-2.007, 1.032, -0.287)
C (-0.018, 0.950, 0.584)
C (2.991, 0.023, 0.038)
C (-2.435, -1.350, -0.343)
N (-1.605, -0.221, -0.238)
N (-0.352, -0.313, 0.267)
N (2.436, -0.554, 0.871)
N (3.410, 0.527, -1.016)
H (-0.901, 2.881, 0.098)
H (-2.914, 1.364, -0.697)
H (0.852, 1.275, 1.178)
H (-2.315, -1.761, -1.348)
H (-2.007, -1.977, 0.495)
H (-3.371, -0.967, -0.344)
H (0.005, -1.223, 0.483)
H (2.536, -1.126, 1.666)
H (3.930, -0.089, -1.641)
H (3.862, 1.447, -0.951)